[1]
The following is a quantum chemistry calculation of a molecular structure, C37H38BrCoN7O6, from OMol25.

Calculated values
* ⟨S²⟩: 1.02
* total energy: -6224.36833 hartree
* LUMO (spin up / spin down): -0.11 / -0.01 eV
* HOMO level (spin up / spin down): -0.307 / -0.307 Ha
* multiplicity: 2
* gap between HOMO and LUMO (spin up / spin down): 8.251 / 8.353 eV

Geometry (Å):
Co: -0.695 -1.705 0.545
O: -2.145 -2.494 -2.763
C: -2.559 -3.789 -2.817
C: -3.162 -4.258 -3.976
C: -3.611 -5.568 -4.034
C: -3.476 -6.413 -2.940
C: -2.868 -5.935 -1.788
C: -2.386 -4.636 -1.715
C: -1.670 -4.134 -0.482
O: -2.002 -2.818 -0.179
N: -0.226 -4.245 -0.727
N: 0.530 -3.377 -0.008
C: 1.737 -3.185 -0.375
C: 2.710 -2.378 0.374
Br: 2.636 -2.520 2.259
C: 3.634 -1.686 -0.285
C: 4.721 -0.832 0.231
C: 4.890 0.431 -0.333
C: 5.910 1.265 0.095
C: 6.785 0.837 1.085
C: 6.635 -0.428 1.637
C: 5.610 -1.259 1.213
H: -2.062 -2.306 -1.798
H: -3.287 -3.578 -4.809
H: -4.085 -5.928 -4.939
H: -3.844 -7.429 -2.983
H: -2.751 -6.582 -0.926
H: -1.910 -4.792 0.361
H: 0.056 -4.375 -1.691
H: 2.106 -3.659 -1.286
H: 3.540 -1.715 -1.368
H: 4.203 0.761 -1.105
H: 6.023 2.249 -0.343
H: 7.585 1.485 1.420
H: 7.323 -0.771 2.400
H: 5.501 -2.248 1.639
C: 1.606 5.098 -1.024
C: 0.694 4.079 -1.654
C: -0.680 4.109 -1.447
C: -1.537 3.205 -2.063
C: -1.019 2.214 -2.889
N: -1.808 1.279 -3.604
C: -3.174 1.102 -3.621
O: -3.767 0.826 -4.640
N: -3.874 1.277 -2.427
C: -3.572 0.775 -1.151
C: -4.541 0.883 -0.157
C: -4.302 0.359 1.097
C: -3.099 -0.279 1.337
N: -2.172 -0.373 0.390
C: -2.378 0.146 -0.822
C: 0.360 2.145 -3.073
C: 1.195 3.073 -2.478
H: 1.132 5.574 -0.168
H: 1.877 5.876 -1.741
H: 2.532 4.638 -0.674
H: -1.101 4.870 -0.801
H: -2.602 3.287 -1.908
H: -1.407 0.958 -4.472
H: -4.863 1.311 -2.627
H: -5.484 1.370 -0.377
H: -5.043 0.432 1.881
H: -2.863 -0.726 2.294
H: -1.576 0.030 -1.533
H: 0.775 1.357 -3.690
H: 2.264 3.007 -2.650
C: 2.894 1.268 3.435
C: 1.647 1.542 4.258
C: 0.306 1.531 3.480
C: -0.778 2.123 4.387
C: -2.174 2.100 3.776
C: 0.475 2.426 2.263
O: 0.458 3.635 2.320
N: 0.689 1.786 1.056
C: 0.478 0.442 0.871
O: 0.557 -0.049 -0.276
N: 0.096 -0.371 1.861
C: -0.040 0.069 3.147
O: -0.468 -0.654 4.026
H: 3.767 1.208 4.086
H: 3.084 2.061 2.709
H: 2.829 0.323 2.895
H: 1.726 2.522 4.736
H: 1.538 0.799 5.052
H: -0.486 3.150 4.605
H: -0.767 1.560 5.321
H: -2.205 2.661 2.839
H: -2.898 2.553 4.453
H: -2.500 1.076 3.585
H: 0.802 2.354 0.225

Löwdin population analysis, charges in e, atoms 1 to 6: 0.671, 0.036, -0.270, -0.011, -0.088, -0.097

[2]
The following is a quantum chemistry calculation of a molecular structure, C3H5ErO3 at a distorted geometry, from OMol25.

Calculated values
* ⟨S²⟩: 3.76
* total energy: -1357.05231 hartree
* LUMO (spin up / spin down): -10.89 / -10.79 eV
* charge: +2
* energy relative to the best compared isomer or geometry (same formula, charge and spin): 8.544 eV
* HOMO level (spin up / spin down): -0.583 / -0.585 Ha
* multiplicity: 4
* gap between HOMO and LUMO (spin up / spin down): 4.963 / 5.113 eV

Geometry (Å):
H: -0.225 1.867 0.343
C: -0.192 0.638 0.970
C: 1.053 1.062 0.283
O: 0.526 -0.141 -0.787
C: -0.247 -1.145 -0.947
O: 0.314 -2.033 -1.730
H: 0.119 0.525 2.029
H: 1.898 0.422 0.572
H: -0.356 -2.676 -1.994
H: 1.443 2.023 0.639
Er: -2.854 -0.804 -0.283
O: -1.478 0.262 0.906

Löwdin population analysis, charges in e, atoms 1 to 6: 0.235, -0.307, 0.015, -0.023, -0.316, 0.147

[3]
The following is a quantum chemistry calculation of 3 unconnected molecules or ions with the total composition C4H9NO3 at a distorted geometry, from OMol25.

Calculated values
* total energy: -437.96866 hartree
* LUMO: -5.57 eV
* energy relative to the best compared isomer or geometry (same formula, charge and spin): 9.807 eV
* HOMO level: -0.340 Ha
* multiplicity: 1
* gap between HOMO and LUMO: 3.675 eV

Geometry (Å):
O: 0.930 -2.216 -0.410
C: 0.517 1.589 -1.504
C: 0.563 0.645 -0.490
C: -0.560 0.391 0.483
C: -1.872 1.066 0.106
N: -2.894 0.284 -0.214
O: -1.831 2.328 0.086
H: 1.353 1.715 -2.286
H: 1.457 0.051 -0.346
H: -0.307 2.221 -1.619
H: -0.738 -0.725 0.605
H: -0.236 0.742 1.498
H: 1.275 -3.091 -0.532
H: -2.780 -0.623 0.341
H: 2.140 -1.469 2.191
H: 1.345 -1.869 0.544
O: 1.638 -1.040 1.547

Löwdin population analysis, charges in e, atoms 1 to 6: -0.160, 0.128, -0.074, -0.097, -0.522, 0.253

[4]
The following is a quantum chemistry calculation of a molecular structure, C8H11NO at a distorted geometry, from OMol25.

Calculated values
* total energy: -441.29935 hartree
* LUMO: 0.67 eV
* energy relative to the best compared isomer or geometry (same formula, charge and spin): 4.033 eV
* HOMO level: -0.347 Ha
* multiplicity: 1
* gap between HOMO and LUMO: 10.130 eV

Geometry (Å):
N: 2.907 0.107 1.073
C: 1.714 -0.084 1.000
C: 0.458 0.257 0.310
C: 0.298 -0.293 -1.152
C: -1.231 -0.179 -1.386
C: -1.751 0.421 -0.046
C: -0.835 -0.299 0.959
C: -1.196 1.830 0.025
C: 0.123 1.741 0.240
H: 0.893 0.295 -1.860
H: 0.636 -1.336 -1.204
H: -1.480 0.458 -2.243
H: -1.678 -1.167 -1.557
H: -2.830 0.315 0.108
H: -0.896 -1.395 0.911
H: -0.970 0.045 1.992
H: -1.761 2.736 -0.195
H: 0.865 2.538 0.266
O: 2.019 -2.094 1.193
H: 1.621 -2.473 0.404
H: 3.096 -1.423 1.161

Löwdin population analysis, charges in e, atoms 1 to 6: 0.113, -0.154, -0.413, -0.094, -0.131, -0.277

[5]
The following is a quantum chemistry calculation of a molecular structure, C3H4O2, from OMol25.

Calculated values
* total energy: -266.95967 hartree
* LUMO: 0.69 eV
* energy relative to the best compared isomer or geometry (same formula, charge and spin): 6.343 eV
* HOMO level: -0.352 Ha
* multiplicity: 1
* gap between HOMO and LUMO: 10.282 eV

Geometry (Å):
O: 0.892 1.032 -0.836
C: -0.310 0.604 -0.634
C: -0.308 -0.819 -0.374
C: 0.207 -0.265 0.942
O: -0.809 -1.280 0.843
H: -1.154 1.292 -0.600
H: 0.395 -1.464 -0.893
H: 1.302 0.277 0.141
H: -0.216 0.622 1.410

Löwdin population analysis, charges in e, atoms 1 to 6: -0.056, -0.255, -0.227, -0.096, 0.005, 0.154